(1)
The following is a DFT calculation (ωB97M-V/def2-TZVPD) of a molecular structure, C25H36N4O7PS2V.

Values from the calculation:
* strongest force on any atom: 0.0114 hartree/bohr
* lowest unoccupied orbital energy (alpha / beta): -2.78 / -2.70 eV
* energy relative to the best compared isomer or geometry (same formula, charge and spin): 20.07 kcal/mol
* multiplicity: 2
* charge: +1
* expectation value of S²: 0.78
* HOMO-LUMO gap (alpha / beta): 7.501 / 6.989 eV

Each line ends with the Löwdin spin population.
Atoms and positions in Å:
1 V -0.072 0.659 -0.351  0.96
2 S -1.441 -1.015 -1.479  0.00
3 S -3.319 3.942 -0.447  0.00
4 P 1.143 0.803 -2.468  0.01
5 O 4.781 4.535 5.052  0.00
6 O 1.231 2.309 -3.042  0.00
7 O 2.646 0.252 -2.542  0.00
8 O 5.054 3.696 3.085  0.00
9 O -0.458 1.089 1.805  0.01
10 O 1.304 1.720 0.679  0.00
11 O 0.548 0.181 -3.810  0.00
12 N 4.395 3.934 4.075  0.00
13 N -3.738 -2.245 -1.268  0.00
14 N -3.457 -0.392 0.146  0.00
15 N -1.554 2.154 -0.758  0.01
16 C -3.028 -1.223 -0.798  0.00
17 C 1.417 3.452 -2.203  0.00
18 C 0.407 2.528 4.114  0.00
19 C -1.937 2.557 -2.024  0.00
20 C 2.145 -2.438 -0.280  0.00
21 C 1.067 -3.305 -0.330  0.00
22 C -2.886 3.520 -2.043  0.00
23 C -4.634 -0.434 1.016  0.00
24 C 0.142 -2.328 1.684  0.00
25 C 1.205 2.341 2.988  0.00
26 C -5.165 -2.568 -1.165  0.00
27 C -0.914 -2.275 2.753  0.00
28 C 2.244 -1.533 0.776  0.00
29 C 0.647 1.683 1.786  0.01
30 C 0.081 -3.249 0.648  0.00
31 C 3.629 0.657 -1.578  0.00
32 C -5.727 0.527 0.577  0.00
33 C 1.250 -1.477 1.743  0.00
34 C 2.515 2.801 2.967  0.00
35 C 0.779 -1.181 -4.207  0.00
36 C 0.914 3.187 5.224  0.00
37 C 2.222 3.654 5.217  0.00
38 C -5.432 -3.763 -0.266  0.00
39 C 2.991 3.443 4.089  0.00
40 C -2.223 2.820 0.159  0.00
41 H 2.648 4.173 6.063  0.00
42 H -5.706 -1.687 -0.834  0.00
43 H -6.499 -3.985 -0.244  0.00
44 H 3.131 -0.922 0.886  0.00
45 H -4.913 -4.648 -0.633  0.00
46 H 1.820 -1.454 -4.046  0.00
47 H -4.994 -1.457 1.075  0.00
48 H -0.538 -2.684 3.693  0.00
49 H 2.469 3.733 -2.202  0.00
50 H 4.326 -0.167 -1.456  0.00
51 H -5.504 -2.779 -2.179  0.00
52 H -0.756 -3.938 0.604  0.00
53 H 1.101 3.263 -1.176  0.00
54 H -3.205 -2.817 -1.906  0.00
55 H -1.221 -1.245 2.940  0.00
56 H -1.480 2.096 -2.887  0.00
57 H -6.606 0.415 1.211  0.00
58 H -5.388 1.561 0.652  0.00
59 H -4.285 -0.173 2.016  0.00
60 H -1.792 -2.856 2.467  0.00
61 H 0.297 3.338 6.098  0.00
62 H -2.075 2.652 1.216  0.00
63 H 3.146 2.662 2.103  0.00
64 H -6.025 0.350 -0.457  0.00
65 H 0.120 -1.848 -3.653  0.00
66 H 3.174 0.901 -0.617  0.00
67 H 0.831 4.265 -2.625  0.00
68 H 4.163 1.527 -1.959  0.00
69 H -5.098 -3.580 0.757  0.00
70 H 2.926 -2.492 -1.027  0.00
71 H 0.990 -4.030 -1.130  0.00
72 H -2.787 0.331 0.344  0.00
73 H 0.550 -1.231 -5.268  0.00
74 H -3.337 3.991 -2.900  0.00
75 H -0.606 2.151 4.111  0.00
76 H 1.366 -0.819 2.597  0.00

(2)
The following is a DFT calculation (ωB97M-V/def2-TZVPD) of a gas-phase ion, C25H36NO2 (charge +1).

Values from the calculation:
* strongest force on any atom: 0.0191 hartree/bohr
* SMILES: CCCC[C@@](O)(c1ccc(CC)cc1)[C@H](C[NH+]1CCOCC1)c1ccccc1
* lowest unoccupied orbital energy: -1.96 eV
* energy relative to the best compared isomer or geometry (same formula, charge and spin): 0.00 kcal/mol
* charge: +1
* HOMO-LUMO gap: 9.786 eV

Each line ends with the Löwdin charge.
Atoms and positions in Å:
1 O -1.853 -0.063 4.666  -0.10
2 O -1.363 0.037 0.085  -0.04
3 N -0.279 0.639 2.404  -0.08
4 C -2.198 1.044 3.873  -0.16
5 C 0.554 -1.940 -0.019  -0.04
6 C 0.476 1.602 0.204  -0.16
7 C 3.415 -4.780 -2.059  -0.09
8 C 2.054 -0.576 -1.278  -0.02
9 C -1.806 -1.181 -2.810  -0.26
10 C -1.694 2.968 0.308  -0.07
11 C 0.410 4.089 0.127  -0.03
12 C -0.511 0.912 -2.023  -0.10
13 C 0.069 -0.514 3.263  -0.07
14 C 3.659 -3.970 -0.783  -0.21
15 C -0.163 0.429 -0.598  -0.39
16 C -2.064 -2.059 -4.031  -0.10
17 C -0.678 -0.185 -3.079  -0.18
18 C -0.308 2.900 0.207  -0.20
19 C 0.832 -0.724 -0.630  -0.19
20 C 0.872 1.165 1.627  -0.04
21 C 1.469 -2.978 -0.054  -0.02
22 C -2.341 4.193 0.322  -0.06
23 C 2.689 -2.832 -0.698  -0.24
24 C -1.211 -1.055 3.910  -0.16
25 C 2.965 -1.614 -1.311  -0.01
26 C -0.235 5.313 0.148  -0.06
27 C -1.615 5.369 0.245  -0.07
28 C -0.955 1.664 3.230  -0.07
29 H -2.284 2.067 0.357  0.11
30 H 1.618 0.371 1.546  0.14
31 H -2.365 -1.453 -4.881  0.08
32 H -2.121 6.321 0.254  0.11
33 H 1.426 1.815 -0.294  0.15
34 H -1.432 1.495 -1.958  0.13
35 H -0.881 0.315 -4.028  0.12
36 H -0.263 1.991 4.009  0.15
37 H 3.905 -1.479 -1.824  0.12
38 H 1.225 -3.916 0.424  0.12
39 H -1.537 -1.838 -1.977  0.10
40 H 3.544 -4.623 0.084  0.11
41 H 0.259 -0.734 -3.194  0.11
42 H 0.272 1.591 -2.361  0.13
43 H -1.230 2.513 2.603  0.12
44 H -2.854 -2.777 -3.825  0.07
45 H -2.726 -0.642 -2.565  0.12
46 H -1.864 -0.540 -0.506  0.10
47 H 0.341 6.222 0.081  0.11
48 H 2.296 0.351 -1.775  0.12
49 H -0.949 0.302 1.667  0.14
50 H -1.164 -2.607 -4.300  0.08
51 H 4.681 -3.587 -0.791  0.11
52 H 1.316 2.006 2.164  0.15
53 H 0.542 -1.290 2.658  0.13
54 H -2.678 1.762 4.537  0.14
55 H -0.972 -1.864 4.601  0.14
56 H 3.538 -4.151 -2.938  0.08
57 H 2.406 -5.186 -2.065  0.08
58 H -2.913 0.748 3.089  0.14
59 H -0.391 -2.097 0.484  0.11
60 H -3.417 4.225 0.392  0.11
61 H 1.486 4.058 0.041  0.12
62 H -1.886 -1.439 3.129  0.14
63 H 0.764 -0.180 4.036  0.15
64 H 4.120 -5.604 -2.121  0.07

(3)
The following is a DFT calculation (ωB97M-V/def2-TZVPD) of a molecular structure, C25H36O2Rb.

Values from the calculation:
* strongest force on any atom: 0.0107 hartree/bohr
* lowest unoccupied orbital energy: 2.39 eV
* charge: -1
* HOMO-LUMO gap: 6.148 eV

Each line ends with the Löwdin charge.
Atoms and positions in Å:
1 Rb 0.434 0.138 -1.030  1.10
2 O 0.641 1.810 -2.944  -0.25
3 O 2.617 1.631 -0.991  -0.12
4 C 2.535 5.299 -4.104  -0.13
5 C -0.156 -2.454 0.611  -0.12
6 C 3.033 4.560 -3.062  -0.08
7 C -2.915 0.093 3.099  -0.05
8 C -1.391 -0.631 1.225  -0.25
9 C -2.079 0.562 1.896  -0.53
10 C -2.025 -1.300 0.144  -0.13
11 C 4.334 3.227 -0.872  -0.03
12 C 0.759 3.677 -4.355  -0.03
13 C 1.830 -2.405 2.599  -0.08
14 C -1.271 -2.415 -0.240  -0.30
15 C -2.646 -2.889 -2.286  -0.06
16 C 3.061 2.665 -1.488  -0.41
17 C 1.246 2.867 -3.264  -0.41
18 C -1.130 1.675 2.356  -0.06
19 C -3.058 1.240 0.921  -0.07
20 C -0.404 -3.927 -2.042  -0.06
21 C -0.202 -1.370 1.525  -0.23
22 C 1.804 0.031 2.347  -0.05
23 C 2.439 3.363 -2.610  -0.10
24 C 0.891 -1.188 2.590  -0.53
25 C 0.304 -1.109 4.005  -0.06
26 C -1.646 -3.455 -1.275  -0.57
27 C 1.372 4.828 -4.748  -0.12
28 C -2.284 -4.670 -0.589  -0.06
29 H -0.513 2.047 1.533  0.09
30 H -3.435 0.938 3.562  0.08
31 H -0.327 -0.236 4.153  0.04
32 H -2.300 -0.386 3.859  0.06
33 H 2.302 -0.023 1.374  0.07
34 H 0.953 5.392 -5.576  0.09
35 H 2.593 0.061 3.105  0.08
36 H -2.958 -1.001 -0.309  0.08
37 H -2.565 -5.434 -1.322  0.07
38 H 1.276 0.981 2.382  0.05
39 H 5.134 3.332 -1.606  0.08
40 H -3.505 2.117 1.399  0.08
41 H 0.350 -4.331 -1.367  0.07
42 H -3.658 -0.635 2.771  0.09
43 H -0.134 3.314 -4.848  0.10
44 H -0.458 1.366 3.153  0.05
45 H 3.923 4.917 -2.561  0.09
46 H 1.107 -1.062 4.747  0.08
47 H 1.286 -3.331 2.788  0.08
48 H -0.666 -4.707 -2.765  0.08
49 H -3.569 -2.575 -1.799  0.08
50 H -1.590 -5.114 0.126  0.08
51 H 2.580 -2.277 3.385  0.08
52 H 4.166 4.217 -0.444  0.08
53 H -1.714 2.520 2.734  0.08
54 H 3.016 6.213 -4.421  0.08
55 H 4.642 2.541 -0.087  0.08
56 H -3.178 -4.370 -0.040  0.08
57 H -0.306 -1.991 4.209  0.09
58 H -2.234 -2.021 -2.805  0.09
59 H -2.559 1.576 0.008  0.09
60 H 0.052 -3.098 -2.589  0.08
61 H -2.902 -3.645 -3.035  0.08
62 H -3.870 0.577 0.628  0.07
63 H 2.358 -2.512 1.651  0.08
64 H 0.611 -3.214 0.589  0.08

What is the formula in the second record? C25H36NO2

Look up the charge of the first one. +1

The lowest charge belongs to which entry? C25H36O2Rb

charge of number 1 (C25H36N4O7PS2V)? +1